Entry 1:
The following is a quantum chemistry calculation of a 15-piece molecular cluster, C45H90O45 overall at a distorted geometry, from the Open Molecules 2025 dataset.

Calculated values
Multiplicity   1
LUMO energy   0.0208 Ha
HOMO energy   -0.3740 Eh
Charge   0
Electronic energy   -140258.8114 eV
Relative energy (zero: lowest compared OMol25 entry of this formula, charge and spin)   90.8 kcal/mol

Geometry as XYZ:
```
180
Properties=species:S:1:pos:R:3:lowdin_charge:R:1
C -1.8812 2.8684 -3.1470 -0.01
O -3.2870 2.5175 -2.9063 0.02
C -4.1672 3.3027 -3.5199 -0.66
O -3.8967 4.2291 -4.2024 0.12
O -5.3596 2.9000 -3.1859 0.02
C -6.4266 3.7818 -3.3907 -0.04
H -1.3829 2.8568 -2.2058 0.06
H -1.7452 3.7942 -3.6794 0.09
H -1.5183 2.0581 -3.7759 0.07
H -6.2322 4.7123 -2.9148 0.09
H -7.2584 3.2506 -2.9753 0.10
H -6.5334 4.0888 -4.4296 0.10
C 0.2981 -4.1093 3.3539 -0.01
O 1.6921 -3.9194 3.6347 -0.02
C 2.5256 -4.8341 3.1380 -0.63
O 2.2356 -5.9652 2.8529 0.12
O 3.7272 -4.2901 3.0100 0.01
C 4.6339 -5.0283 2.1603 -0.01
H -0.3056 -3.5121 3.9913 0.08
H 0.0593 -5.1824 3.2913 0.10
H 0.2561 -3.8425 2.2638 0.11
H 5.6232 -4.8333 2.6342 0.11
H 4.6468 -4.6974 1.1799 0.04
H 4.5389 -6.1766 2.1222 0.12
C 4.1910 1.5973 3.7316 0.00
O 3.9677 2.2916 2.4755 -0.05
C 4.0765 3.6383 2.4412 -0.63
O 4.2387 4.2749 3.4034 0.18
O 4.1468 4.0218 1.1441 -0.02
C 3.9923 5.4565 0.9522 0.00
H 5.2979 1.6633 3.9298 0.12
H 3.7883 0.5750 3.6457 0.08
H 3.6113 2.1089 4.5613 0.11
H 4.0233 5.6898 -0.0914 0.08
H 4.8432 5.9123 1.4220 0.10
H 3.0459 5.7713 1.2829 0.08
C 2.8289 -1.3105 2.0361 0.01
O 4.0421 -0.8702 1.3348 -0.01
C 3.9454 0.0654 0.3702 -0.58
O 2.8956 0.6343 0.1066 0.09
O 5.1551 0.2444 -0.1882 0.01
C 5.1477 1.3293 -1.1555 -0.01
H 2.3650 -2.1901 1.5620 0.08
H 2.1511 -0.4917 1.9508 0.08
H 3.1943 -1.5972 2.9724 0.07
H 4.6009 0.9946 -2.0093 0.09
H 6.1667 1.6160 -1.3648 0.10
H 4.5430 2.1803 -0.7942 0.07
C -5.2833 -3.7846 5.9651 -0.01
O -4.6874 -3.8983 4.6729 -0.02
C -3.7601 -3.0448 4.2857 -0.65
O -3.4352 -2.0554 4.8619 0.13
O -3.0642 -3.4147 3.2110 -0.04
C -3.5724 -4.4849 2.3838 -0.03
H -6.2565 -3.4284 5.7495 0.06
H -4.6872 -3.1995 6.6669 0.11
H -5.5162 -4.7858 6.3559 0.10
H -3.0139 -5.4203 2.6211 0.10
H -3.3734 -4.2464 1.2948 0.10
H -4.6388 -4.6621 2.5327 0.09
C -2.9746 1.2388 4.0937 -0.04
O -2.4535 2.1398 5.1053 -0.02
C -1.1541 1.8032 5.3900 -0.58
O -0.4455 1.0781 4.7673 0.12
O -0.7781 2.4887 6.5148 -0.02
C 0.5778 2.2595 6.8852 -0.06
H -2.2886 0.9929 3.2989 0.07
H -3.9448 1.6364 3.6786 0.11
H -3.1271 0.2014 4.6111 0.11
H 0.5794 2.3255 8.0078 0.11
H 1.2297 2.9293 6.4047 0.04
H 0.9129 1.2643 6.5007 0.10
C -0.2279 -4.5390 -1.5082 -0.02
O -1.6168 -4.3394 -1.1844 0.02
C -2.2702 -3.3217 -1.6548 -0.61
O -3.4135 -3.0579 -1.3673 0.11
O -1.4906 -2.4991 -2.4473 -0.05
C -2.2048 -1.3122 -2.8945 0.01
H 0.3951 -3.6386 -1.5055 0.07
H -0.1723 -4.9623 -2.5459 0.11
H 0.1375 -5.3478 -0.8414 0.11
H -3.2036 -1.6510 -3.2603 0.12
H -1.6944 -0.9316 -3.7822 0.07
H -2.3096 -0.6802 -2.0491 0.08
C 1.2619 4.8009 -6.2570 0.00
O 2.1577 4.1873 -5.2232 0.00
C 1.7462 4.4010 -3.9818 -0.66
O 0.6999 4.7841 -3.6076 0.15
O 2.7628 3.9777 -3.2087 0.02
C 2.4147 3.9000 -1.8085 -0.03
H 1.5883 4.3077 -7.1945 0.10
H 1.5025 5.8847 -6.2229 0.10
H 0.1208 4.6829 -6.0579 0.11
H 3.1986 3.5132 -1.1313 0.07
H 1.5218 3.3219 -1.6763 0.07
H 2.2846 4.8772 -1.3458 0.09
C -7.4837 -2.1085 3.3137 -0.01
O -7.2073 -1.1897 2.2356 0.00
C -5.9997 -1.2162 1.6416 -0.59
O -5.0912 -2.0146 1.8729 0.11
O -5.9958 -0.2738 0.7757 0.03
C -4.8223 -0.1730 0.0007 -0.01
H -7.7469 -3.1039 2.8975 0.11
H -8.2622 -1.6219 3.8299 0.07
H -6.5705 -2.1863 4.0047 0.10
H -4.0049 -0.1209 0.6824 0.06
H -4.9901 0.7128 -0.6267 0.11
H -4.7645 -1.1186 -0.6441 0.12
C 3.3755 -3.1750 -1.4624 0.00
O 4.4758 -4.1249 -1.3382 0.00
C 4.1311 -5.4098 -1.4768 -0.62
O 3.0038 -5.8059 -1.6562 0.11
O 5.2195 -6.1807 -1.4397 0.01
C 4.9069 -7.5515 -1.3222 -0.04
H 2.9362 -3.0633 -0.4657 0.09
H 2.5806 -3.4793 -2.1209 0.07
H 3.8606 -2.2447 -1.7972 0.10
H 4.3140 -7.7465 -0.4236 0.11
H 5.8847 -8.0394 -1.2307 0.11
H 4.3991 -7.9288 -2.1843 0.07
C 1.1751 2.7439 1.6886 0.01
O 1.1709 4.1155 2.1582 0.00
C 1.2151 4.4173 3.4417 -0.66
O 1.3305 3.6042 4.3190 0.11
O 1.3481 5.7175 3.5099 0.01
C 1.3692 6.1498 4.8711 -0.03
H 1.3431 2.0234 2.5641 0.13
H 1.8515 2.7002 0.8804 0.05
H 0.2329 2.5857 1.1689 0.09
H 2.4048 6.0563 5.3140 0.12
H 0.6797 5.5446 5.5019 0.10
H 1.0986 7.2126 4.8281 0.10
C -1.6736 -1.5143 1.3162 0.03
O -1.4621 -0.3388 0.4366 0.01
C -0.3578 -0.4692 -0.2980 -0.62
O 0.2625 -1.4654 -0.4939 0.11
O -0.0869 0.7019 -0.8977 -0.01
C 0.6325 0.6717 -2.1132 -0.02
H -1.2841 -2.3299 0.7654 0.07
H -2.7775 -1.5560 1.3915 0.08
H -1.2075 -1.3919 2.2241 0.07
H 1.5096 1.2477 -2.0495 0.06
H -0.0273 1.1335 -2.8260 0.06
H 0.7957 -0.3632 -2.3513 0.10
C 4.9682 -3.6229 -4.6080 0.01
O 4.1682 -4.8628 -4.6541 -0.02
C 2.8628 -4.5492 -4.8215 -0.62
O 2.4029 -3.4569 -4.9752 0.13
O 2.1066 -5.6352 -4.7767 0.00
C 2.6303 -6.9225 -4.7011 -0.07
H 5.9405 -3.8466 -4.3137 0.07
H 4.4710 -2.8433 -3.9388 0.11
H 5.0014 -3.2093 -5.6017 0.09
H 1.8508 -7.6102 -5.0851 0.10
H 2.8750 -7.2448 -3.6359 0.09
H 3.5442 -7.0084 -5.3425 0.11
C -2.5286 4.1999 -0.2878 -0.02
O -1.7709 4.8755 0.7352 0.02
C -2.3466 4.8557 1.9313 -0.62
O -3.2838 4.2002 2.2552 0.14
O -1.6324 5.6671 2.7278 0.00
C -2.1271 5.7452 4.0717 -0.03
H -3.5585 4.4470 -0.1677 0.09
H -2.4762 3.1386 -0.3048 0.08
H -2.1323 4.5923 -1.2390 0.10
H -3.1966 5.4366 4.1577 0.11
H -2.0461 6.7575 4.2962 0.07
H -1.5943 5.0664 4.8148 0.11
C 0.0986 -0.5147 -5.8562 -0.04
O -1.0228 0.2063 -5.3296 -0.07
C -1.1108 1.3324 -6.1250 -0.58
O -0.2505 1.8524 -6.7994 0.11
O -2.3643 1.7936 -6.0869 -0.01
C -2.6572 3.1026 -6.6536 0.00
H 1.0592 0.0615 -5.7047 0.12
H -0.1081 -0.7597 -6.8915 0.10
H 0.1876 -1.4117 -5.2313 0.09
H -2.7625 3.8531 -5.8981 0.05
H -3.6105 3.0880 -7.1141 0.08
H -1.8142 3.3282 -7.3831 0.12
```

Entry 2:
The following is a quantum chemistry calculation of a 8-piece molecular cluster, C45H91N5O17 overall at a distorted geometry, from the Open Molecules 2025 dataset.

Calculated values
Multiplicity   1
Structure (SMILES)   Oc1ccc(O)cc1.Oc1ccc(O)cc1.COCCNCCOC.COCCNCCOC.COCCNCCOC.COCCNCCOC.COCCNCCOC.O=C1OCCO1
LUMO energy   0.0099 Ha
HOMO energy   -0.2873 Eh
Charge   0
Electronic energy   -90386.9094 eV

Geometry as XYZ:
```
158
Properties=species:S:1:pos:R:3:lowdin_charge:R:1
C 3.4507 14.3032 18.1520 -0.09
O 3.8086 13.1174 17.4425 -0.22
C 4.9096 13.3684 16.5974 -0.24
C 5.1814 12.1480 15.7361 -0.22
N 4.0536 11.6916 14.9097 -0.04
C 3.9030 10.2202 15.0622 -0.18
C 3.1950 9.7856 16.3512 -0.19
O 1.7966 9.6553 16.1625 -0.25
C 1.3760 8.6623 15.1981 -0.04
H 2.4072 14.1636 18.4421 0.08
H 3.3981 15.2176 17.5547 0.09
H 4.1218 14.3978 19.0054 0.09
H 5.8679 13.6933 17.0236 0.13
H 4.6637 14.2657 16.0098 0.12
H 5.5542 11.3818 16.4314 0.10
H 6.1207 12.2735 15.1851 0.12
H 3.2818 12.1514 15.3863 0.09
H 4.7765 9.6285 14.7943 0.12
H 3.2688 10.1452 14.1717 0.11
H 3.4380 10.4373 17.1916 0.10
H 3.5369 8.8055 16.7095 0.12
H 0.4251 8.2856 15.5660 0.08
H 2.1184 7.9983 14.7616 0.10
H 1.1481 9.3699 14.3901 0.09
C -4.4967 17.9159 18.3776 -0.09
O -3.5751 18.3039 19.3827 -0.22
C -4.0583 19.4386 20.1488 -0.19
C -2.8236 20.3397 20.2604 -0.20
N -3.1527 21.7784 20.3047 -0.07
C -3.8165 22.1761 21.5569 -0.19
C -2.9781 21.9336 22.8100 -0.21
O -3.7856 22.3629 23.9237 -0.22
C -2.9816 22.5948 25.0789 -0.11
H -5.4807 17.8048 18.8344 0.09
H -4.0841 17.0813 17.8149 0.07
H -4.5861 18.6373 17.5510 0.10
H -4.2376 19.1362 21.1907 0.11
H -5.0625 19.7110 19.8218 0.12
H -2.2476 20.2653 19.3380 0.11
H -2.2722 19.9328 21.1057 0.11
H -3.7496 21.9305 19.5042 0.11
H -4.8157 21.7307 21.5057 0.12
H -4.0172 23.2465 21.6525 0.12
H -1.9984 22.4123 22.8766 0.12
H -2.8705 20.9020 23.1781 0.12
H -2.5024 23.5706 24.9936 0.09
H -2.2998 21.7439 25.1734 0.08
H -3.5225 22.5924 26.0249 0.08
C -8.3751 12.6047 22.5349 -0.11
O -7.0288 13.0268 22.6007 -0.18
C -6.3248 12.6327 21.4456 -0.22
C -5.0512 13.5335 21.2878 -0.20
N -4.2580 13.3607 22.5017 -0.03
C -3.2945 14.4809 22.4926 -0.19
C -3.8986 15.8684 22.8979 -0.24
O -4.8016 15.7335 23.9828 -0.18
C -5.5117 16.9426 24.2412 -0.10
H -8.8333 12.6079 23.5273 0.08
H -8.3684 11.5276 22.3315 0.09
H -9.0343 13.1750 21.8792 0.08
H -6.8601 12.6396 20.4915 0.11
H -5.9477 11.6111 21.5701 0.12
H -5.3745 14.5631 21.0941 0.10
H -4.5793 13.2471 20.3458 0.10
H -4.8267 13.5502 23.3207 0.09
H -2.6963 14.6729 21.6028 0.11
H -2.6062 14.3488 23.3338 0.11
H -4.4368 16.3753 22.0932 0.10
H -2.9460 16.3862 23.0645 0.11
H -5.9861 17.3787 23.3609 0.08
H -4.7833 17.6602 24.6350 0.08
H -6.2386 16.9046 25.0507 0.09
C -4.8706 6.7659 19.7834 -0.11
O -4.1639 6.4126 18.6175 -0.19
C -3.0273 7.2235 18.3399 -0.22
C -2.3096 6.7509 17.0801 -0.20
N -1.7532 5.4082 17.1678 -0.06
C -0.3517 5.4880 17.5977 -0.19
C 0.0982 4.0220 17.9438 -0.22
O -0.8759 3.3423 18.6690 -0.19
C -0.8259 1.9558 18.6238 -0.13
H -4.7890 7.8114 20.0855 0.08
H -4.6106 6.0788 20.5936 0.09
H -5.9256 6.5608 19.5870 0.08
H -2.3679 7.3429 19.2054 0.12
H -3.4224 8.2268 18.1429 0.10
H -1.5400 7.4318 16.7130 0.09
H -3.0220 6.7719 16.2470 0.12
H -2.2978 4.8428 17.8080 0.10
H -0.2199 6.1048 18.4924 0.11
H 0.1316 5.8352 16.6853 0.11
H 1.0513 4.1562 18.4656 0.12
H 0.2313 3.5178 16.9813 0.12
H -1.3912 1.4501 19.4046 0.09
H 0.1896 1.5579 18.7622 0.09
H -1.1161 1.5429 17.6504 0.09
C 4.7358 6.7172 19.4192 -0.09
O 5.3022 7.9766 19.0643 -0.20
C 6.3867 8.3240 19.8974 -0.25
C 7.0593 9.5914 19.3333 -0.20
N 6.1286 10.6764 19.1259 -0.03
C 5.5251 11.1834 20.3559 -0.21
C 4.0521 11.3161 20.2114 -0.22
O 3.4102 10.1759 20.7873 -0.20
C 2.2682 9.6416 20.1584 -0.09
H 4.4016 6.7418 20.4589 0.09
H 5.5385 5.9705 19.4097 0.08
H 4.0235 6.4809 18.6346 0.08
H 7.1395 7.5632 20.1393 0.12
H 6.0589 8.5284 20.9259 0.11
H 7.6060 9.1933 18.4682 0.11
H 7.9695 9.9091 19.8502 0.12
H 5.4078 10.3804 18.4841 0.07
H 5.8873 12.1726 20.6605 0.11
H 5.6691 10.5915 21.2647 0.12
H 3.8071 11.5861 19.1805 0.10
H 3.6952 12.1351 20.8480 0.12
H 1.9383 8.8523 20.8321 0.09
H 2.5758 9.3067 19.1624 0.07
H 1.4589 10.3744 20.0622 0.08
C -8.9308 14.5768 18.5695 -0.03
C -7.5870 14.9549 18.4730 -0.02
C -6.8931 14.7904 17.2875 -0.33
C -7.5775 14.2519 16.1643 -0.01
C -8.8682 13.7963 16.2685 -0.01
C -9.5625 14.0186 17.4815 -0.32
O -10.8144 13.4474 17.5963 0.03
O -5.6640 15.3122 17.1646 0.02
H -9.5464 14.7597 19.4430 0.11
H -6.9967 15.4403 19.2407 0.11
H -7.0870 14.3114 15.2008 0.12
H -9.4388 13.4856 15.4043 0.12
H -10.9858 13.3879 18.5419 0.09
H -4.9068 14.7868 16.8745 0.07
C -2.2555 11.0599 18.2242 0.00
C -2.9337 12.2638 18.0521 0.00
C -2.3476 13.2538 17.2661 -0.30
C -1.0061 13.2194 16.9283 -0.02
C -0.2819 12.0705 17.1732 0.00
C -0.9559 10.9982 17.7478 -0.30
O -0.2445 9.8185 17.9106 0.00
O -3.1344 14.3023 16.8406 0.02
H -2.6553 10.1722 18.6894 0.10
H -3.9697 12.0985 18.3265 0.11
H -0.5446 14.1629 16.6660 0.11
H 0.7496 12.1345 16.8542 0.11
H 0.4871 9.8936 17.2629 0.04
H -2.4539 14.9802 16.7097 0.06
C -0.2395 17.9940 19.1797 -0.11
C -0.8279 16.6934 19.6312 -0.11
O -1.0376 15.9826 18.4075 0.04
C -0.9709 16.8755 17.3631 -0.55
O -1.2188 16.6167 16.2229 0.15
O -0.5832 18.0867 17.7908 0.08
H 0.8530 17.9567 19.1414 0.14
H -0.5870 18.8532 19.7460 0.11
H -1.6364 16.9482 20.3157 0.12
H -0.0354 16.0460 20.0122 0.14
```